Entry 1:
Molecular formula: C3H3HoO2
Method: DFT, ωB97M-V/def2-TZVPD

Its calculated total energy is -33041.07754 eV. The relative energy (zero: lowest compared OMol25 entry of this formula, charge and spin) comes out at 0.000 eV. Its HOMO energy (spin up / spin down) is -11.54 / -12.58 eV. As for the spin multiplicity: 6. The calculation puts the gap between HOMO and LUMO (spin up / spin down) at 6.95 / 7.28 eV. As for the net charge: +1.

```
9
Properties=species:S:1:pos:R:3:forces:R:3:lowdin_spin:R:1
O 1.0914 -0.0845 0.6426 -1.27 -0.54 0.97 0.074
C -0.5177 1.0059 -0.8357 0.30 -2.87 -3.78 0.012
C 2.0992 0.3119 -0.3457 0.71 0.49 -0.39 0.003
C 0.7378 0.7224 -0.4822 -0.49 0.61 -0.10 0.009
H -0.9027 0.9260 -1.9084 1.59 2.27 0.74 0.001
H 2.4844 -0.5211 -0.9404 -0.19 0.26 0.13 0.001
H 2.8501 0.9963 0.0577 -0.25 -0.22 -0.07 0.001
O -1.4894 0.2679 -0.2947 -0.86 -1.55 4.84 0.067
Ho -1.0758 -0.8738 1.5265 0.46 1.55 -2.35 4.832
```
Forces are in eV/Å.

=====

Entry 2:
Molecular formula: C3H3HoO2
Method: DFT, ωB97M-V/def2-TZVPD

Its calculated total energy is -33029.99593 eV. The relative energy (zero: lowest compared OMol25 entry of this formula, charge and spin) comes out at 0.591 eV. Its HOMO energy (spin up / spin down) is -18.43 / -18.94 eV. As for the spin multiplicity: 5. The calculation puts the gap between HOMO and LUMO (spin up / spin down) at 8.08 / 7.53 eV. As for the net charge: +2.

```
9
Properties=species:S:1:pos:R:3:forces:R:3:lowdin_spin:R:1
C 1.7975 -1.9642 -0.0261 -0.34 -1.48 -0.92 0.072
H 1.9640 -2.9915 0.3176 -0.30 0.11 -0.05 0.005
H 1.9701 -1.9229 -1.1133 -0.08 0.15 0.28 0.002
H 2.5615 -1.3593 0.4849 -0.73 0.39 0.02 0.005
C 0.2800 -1.6156 0.2536 1.12 -3.34 4.27 0.101
O -0.5124 -2.2490 0.9119 1.21 1.15 -2.58 0.195
C 0.3880 -0.1434 0.3135 0.24 4.34 -4.88 0.317
O 0.6661 0.5068 -0.7421 -1.30 -1.53 3.92 0.236
Ho -0.6139 2.2713 0.3110 0.18 0.21 -0.06 3.069
```
Forces are in eV/Å.

=====

Entry 3:
Molecular formula: C3H3I2N
Method: DFT, ωB97M-V/def2-TZVPD

Its calculated total energy is -20846.76352 eV. The relative energy (zero: lowest compared OMol25 entry of this formula, charge and spin) comes out at 3.312 eV. Its HOMO energy (spin up / spin down) is -8.81 / -8.77 eV. The calculation puts the gap between HOMO and LUMO (spin up / spin down) at 7.64 / 7.49 eV.

```
9
Properties=species:S:1:pos:R:3:forces:R:3:nbo_charge:R:1
C 0.0480 1.2458 -0.8596 -3.15 4.22 0.71 0.143
C -0.6080 -0.7917 0.8706 1.21 1.77 0.11 -0.531
C 0.6983 0.1216 -1.0491 2.07 -5.60 1.14 -0.451
N -0.6216 2.1469 -0.4858 1.23 -1.02 -1.13 -0.333
I -2.0933 0.5275 1.4350 0.84 -0.39 -0.12 0.332
I 2.6785 0.0069 -0.2215 -0.39 0.22 -0.12 0.146
H -1.0998 -1.6628 0.5381 0.12 -1.09 -0.48 0.191
H 0.3071 -0.8167 1.5138 -1.10 -0.14 -0.65 0.220
H 0.6909 -0.7776 -1.7415 -0.83 2.02 0.54 0.283
```
Forces are in eV/Å.